[1]
{"formula": "C20H31BrF16N3O3", "method": "wB97M-V/def2-TZVPD", "elements": ["C", "O", "C", "C", "C", "C", "C", "C", "C", "C", "N", "Br", "C", "N", "N", "H", "H", "H", "H", "H", "H", "H", "H", "H", "H", "H", "H", "H", "H", "H", "H", "H", "H", "H", "H", "H", "H", "H", "C", "C", "C", "F", "F", "F", "F", "O", "C", "C", "F", "F", "F", "F", "H", "H", "H", "H", "C", "C", "C", "F", "F", "F", "F", "O", "C", "C", "F", "F", "F", "F", "H", "H", "H", "H"], "coordinates": [[-2.55720, 0.17265, 6.49010], [-3.95235, 0.03102, 6.61989], [-4.36549, -1.30687, 6.85795], [-5.26217, -1.88746, 5.73765], [-5.30028, -1.07767, 4.43388], [-4.84282, -1.85526, 3.19410], [-4.98724, -0.99832, 1.92466], [-3.83432, -1.16902, 0.93532], [-2.54291, -0.49530, 1.41938], [-2.30095, 0.93673, 0.90003], [-3.56449, 1.58721, 0.45074], [-3.59734, 2.04740, -1.37083], [-4.05254, 2.63969, 1.17021], [-3.28669, 3.60414, 1.71926], [-5.38584, 2.73524, 1.32855], [-2.34678, 1.22848, 6.32313], [-2.16676, -0.42074, 5.65253], [-2.03346, -0.14174, 7.39898], [-4.92446, -1.30611, 7.79675], [-3.49333, -1.94300, 7.03226], [-4.89495, -2.89117, 5.50720], [-6.27679, -2.01703, 6.11132], [-4.71231, -0.16128, 4.49941], [-6.33367, -0.77130, 4.23819], [-3.79511, -2.15003, 3.31269], [-5.45081, -2.75539, 3.09307], [-5.08480, 0.05585, 2.21886], [-5.92924, -1.25225, 1.43099], [-4.11485, -0.83215, -0.06498], [-3.63320, -2.23817, 0.83454], [-1.69470, -1.09369, 1.08564], [-2.50386, -0.49304, 2.51078], [-1.59201, 0.91402, 0.07609], [-1.85511, 1.53728, 1.69290], [-2.39630, 3.72275, 1.24332], [-3.15082, 3.59505, 2.72444], [-5.87658, 1.95564, 1.73972], [-5.91207, 3.52482, 0.99080], [3.55322, -0.93155, -0.13691], [2.52691, -0.50537, 0.92270], [1.61540, -1.58078, 1.52222], [0.82244, -2.12849, 0.57926], [0.80502, -0.98099, 2.42840], [1.76427, 0.50561, 0.44581], [3.23987, -0.02105, 1.97695], [3.19553, -0.70478, -1.48765], [2.49654, -1.61808, -2.22836], [1.17145, -1.02753, -2.73184], [0.38663, -0.67427, -1.68708], [0.52098, -1.96292, -3.44996], [2.31452, -2.77333, -1.57516], [3.23238, -1.88488, -3.33155], [4.40624, -0.27488, 0.02639], [3.90267, -1.95044, 0.03123], [2.19119, -2.36659, 2.01548], [1.36454, -0.14949, -3.35125], [7.11877, 0.89303, -5.05536], [5.90296, 1.66558, -4.51870], [4.53750, 0.97456, -4.56341], [4.15308, 0.72428, -5.82731], [3.61069, 1.79545, -4.00395], [5.82118, 2.87014, -5.11506], [6.14580, 1.87518, -3.18911], [7.55102, 1.19670, -6.36597], [7.05558, 0.55192, -7.46717], [6.38682, 1.53616, -8.43595], [5.35366, 2.15451, -7.83180], [5.91260, 0.84675, -9.49467], [6.22843, -0.45409, -7.13797], [8.10211, 0.01150, -8.12625], [7.94400, 1.21613, -4.42261], [7.00644, -0.18084, -4.90247], [4.55470, 0.04121, -3.99663], [7.10947, 2.28069, -8.77380]], "atomic_forces_ev_per_a": [[0.019, -0.060, 0.035], [0.051, 0.001, 0.020], [-0.219, 0.012, 0.278], [0.307, 0.001, -0.140], [-0.301, -0.273, -0.392], [0.015, 0.510, 0.092], [-0.254, -0.171, -0.186], [0.056, -0.166, 0.193], [0.036, -0.105, -0.287], [0.126, -0.219, 0.007], [0.685, 0.423, 0.531], [-0.422, -0.317, -0.096], [-0.649, 0.187, 0.139], [0.941, -0.629, -0.644], [0.268, -0.234, 0.122], [-0.008, -0.012, -0.035], [0.008, 0.050, -0.030], [-0.006, 0.010, -0.004], [0.003, 0.010, -0.019], [0.040, 0.038, -0.164], [-0.073, -0.013, 0.043], [0.029, 0.045, 0.057], [0.021, -0.006, 0.195], [0.054, 0.146, 0.080], [-0.061, -0.145, 0.063], [0.186, -0.124, -0.027], [0.140, -0.004, 0.016], [0.006, 0.050, -0.003], [0.045, 0.086, 0.035], [-0.055, 0.005, -0.008], [0.088, 0.099, 0.090], [-0.091, -0.033, -0.005], [-0.090, 0.101, -0.085], [0.019, 0.060, -0.076], [0.089, -0.097, 0.168], [-0.791, 0.631, 0.109], [-0.241, -0.390, -0.884], [0.128, 0.482, 0.773], [0.463, -0.074, -0.037], [-0.075, 0.120, -0.227], [-0.029, 0.010, 0.038], [0.005, -0.020, -0.082], [-0.031, -0.004, 0.122], [-0.031, 0.001, 0.042], [0.052, -0.055, 0.039], [-0.411, 0.191, 0.136], [0.241, 0.088, 0.098], [0.000, 0.025, -0.125], [-0.027, -0.005, 0.038], [-0.024, -0.013, 0.003], [-0.080, -0.057, 0.022], [0.038, -0.118, -0.098], [-0.020, 0.029, -0.010], [-0.185, -0.065, 0.021], [0.009, 0.023, 0.017], [0.021, 0.004, 0.006], [0.404, -0.284, 0.207], [0.042, 0.225, -0.318], [-0.051, -0.123, 0.147], [0.024, 0.010, -0.067], [-0.008, 0.002, 0.025], [-0.026, 0.015, 0.034], [-0.002, -0.090, 0.070], [-0.420, 0.346, -0.017], [0.219, -0.076, 0.122], [0.039, 0.031, -0.072], [-0.044, -0.013, 0.036], [-0.008, -0.007, -0.019], [-0.111, -0.021, 0.018], [0.036, -0.073, -0.045], [-0.001, 0.029, -0.012], [-0.184, 0.008, -0.056], [0.056, -0.006, -0.016], [0.015, -0.008, 0.001]], "e_above_lowest_ev": 0.000, "homo_ha": -0.4354, "charge": 1, "lumo_energy_ev": -5.13}

---

[2]
{"formula": "C20H31Cl2N4O3Tl", "method": "wB97M-V/def2-TZVPD", "elements": ["O", "C", "C", "C", "H", "C", "H", "C", "H", "C", "H", "C", "H", "H", "C", "C", "H", "H", "H", "C", "C", "H", "H", "H", "H", "Tl", "Cl", "Cl", "H", "H", "C", "C", "N", "H", "C", "O", "H", "H", "H", "H", "H", "H", "C", "C", "N", "H", "C", "O", "H", "H", "H", "H", "N", "C", "C", "C", "N", "H", "H", "H", "H"], "coordinates": [[-0.37148, 1.64852, -2.35976], [-0.59920, 1.16175, -3.45591], [-0.20440, 1.82011, -4.75854], [0.99965, 2.54548, -4.87259], [1.77094, 2.43944, -4.11343], [1.18876, 3.41940, -5.94729], [2.05857, 4.07656, -5.98984], [0.22180, 3.51064, -6.95872], [0.29549, 4.25493, -7.75465], [-0.87107, 2.62878, -6.96492], [-1.60470, 2.64244, -7.78734], [-1.05353, 1.75759, -5.88269], [-1.87808, 1.03500, -5.90252], [-1.11662, 0.16772, -3.50634], [-2.58823, 2.12834, 0.43340], [-2.08389, 0.98774, 1.21407], [-3.45177, 2.63179, 0.89992], [-2.89120, 1.79118, -0.57208], [-1.79042, 2.87503, 0.30365], [-2.60016, 0.39230, 2.29792], [-3.73831, 0.91993, 3.14059], [-2.17348, -0.55189, 2.64841], [-4.25759, 1.69081, 2.57403], [-3.38173, 1.37321, 4.07075], [-4.45814, 0.14120, 3.39809], [-0.06541, 0.31087, 0.46977], [1.26192, 2.40312, 0.43812], [-0.77730, -1.44753, -1.19039], [3.68889, -0.11159, -1.79701], [5.36681, 0.97912, -0.43429], [2.94863, 0.07948, -1.00922], [4.68120, 1.06506, 0.42038], [3.60995, 0.10859, 0.28679], [2.17509, -0.69671, -1.01204], [3.07437, -0.45204, 1.37546], [2.01663, -1.12752, 1.34961], [5.23379, 0.84480, 1.33830], [3.63702, -0.27086, 2.29957], [2.47858, 1.06257, -1.20099], [4.30534, 2.10101, 0.46844], [-1.59699, -5.70782, 2.78459], [-0.39765, -6.05792, 0.37102], [-2.06437, -4.83296, 2.31412], [-0.98281, -5.16396, 0.08133], [-1.22344, -4.32202, 1.24850], [-2.16795, -4.02495, 3.04402], [-0.61301, -3.14698, 1.47035], [-0.92221, -2.39281, 2.41019], [-0.43854, -4.57121, -0.66320], [0.18214, -2.89275, 0.75883], [-3.04122, -5.12962, 1.92216], [-1.94571, -5.50446, -0.32805], [0.76840, -0.78221, 3.55010], [1.01919, -0.60400, 4.86422], [0.73574, 0.73184, 5.13094], [0.28590, 1.28192, 3.90472], [0.31506, 0.33216, 2.94563], [0.85367, -1.65020, 3.02646], [1.37011, -1.43311, 5.46286], [0.85259, 1.24502, 6.06941], [-0.04565, 2.28971, 3.67510]], "atomic_forces_ev_per_a": [[0.018, -0.269, -1.262], [0.259, -0.264, 0.443], [0.333, -0.073, -0.394], [-0.522, 0.339, -0.024], [-0.305, 0.234, 0.088], [-0.342, -0.104, -0.171], [-0.144, -0.332, 0.056], [-0.382, -0.346, 0.104], [0.182, -0.268, 0.249], [0.185, 0.008, 0.234], [0.520, -0.035, 0.476], [-0.046, 0.101, 0.259], [0.160, 0.447, 0.180], [0.102, 0.568, -0.129], [-0.259, 0.869, -0.301], [0.114, -1.178, 0.676], [0.216, -0.167, -0.137], [0.119, 0.155, 0.269], [-0.267, -0.071, -0.098], [0.312, 0.015, -0.301], [-0.090, 0.176, -0.654], [0.156, 0.467, -0.013], [-0.225, 0.092, 0.199], [0.095, -0.132, -0.053], [0.063, -0.033, -0.002], [-1.700, 0.476, 0.654], [0.209, 0.094, 0.055], [0.493, -0.155, -0.281], [-0.138, -0.134, 0.234], [-0.173, -0.030, 0.261], [-0.209, 0.138, -0.257], [0.495, 0.359, 0.117], [-0.149, 0.052, 0.221], [0.299, 0.100, -0.116], [-1.200, -0.533, -1.019], [1.207, 0.595, -0.456], [0.005, 0.134, -0.145], [-0.067, -0.123, 0.008], [0.250, -0.506, 0.038], [-0.005, -0.380, -0.065], [-0.056, 0.102, -0.067], [-0.185, 0.340, -0.218], [-0.182, -0.040, -0.063], [0.264, 0.072, 0.449], [0.011, -0.238, 0.191], [-0.149, -0.359, -0.110], [-0.438, 0.409, 0.421], [0.658, -0.846, -1.052], [-0.168, -0.248, 0.094], [-0.149, -0.082, 0.005], [0.038, 0.071, 0.078], [0.305, 0.215, 0.029], [0.071, 0.542, 0.957], [-0.243, 0.576, -0.811], [-0.117, 0.022, -0.295], [0.370, -1.195, -0.138], [0.706, -0.202, 1.391], [-0.296, 0.653, 0.140], [-0.051, 0.240, 0.042], [-0.071, -0.013, 0.025], [0.111, -0.304, -0.008]], "e_above_lowest_ev": 0.761, "homo_ha": [-0.2866, -0.2866], "lumo_energy_ev": [0.01, 0.01]}